Entry from the Open Molecules 2025 dataset: C5H5FLiO4Tl as an isolated structure at a distorted geometry (the ωB97M-V functional and the def2-TZVPD basis).

Results
HOMO energy (spin up / spin down) in Ha: -0.764 / -0.763
Net charge: +3
Spin multiplicity: 2
Expectation value of S²: 0.75
ΔE to the lowest compared entry with this formula, charge and spin in eV: 0.000

The geometry in XYZ format:
```
17
Properties=species:S:1:pos:R:3:mulliken_charge:R:1
H 0.206 1.074 1.623 0.465
O 0.777 1.075 -0.456 -0.233
O 2.902 1.466 -0.175 -0.207
O 2.150 0.929 -2.251 -0.360
C 0.980 1.333 0.909 -0.083
C 2.273 1.639 1.044 -0.314
C 2.004 1.129 -1.090 0.681
H 2.888 1.876 1.905 0.419
C -1.206 -2.202 -0.776 0.229
C -1.706 -1.386 0.353 -0.108
O -2.106 -0.126 -0.116 -0.486
Li -3.569 0.654 0.625 0.918
Tl -0.929 0.523 -1.433 0.947
F -0.367 -1.439 -1.598 -0.070
H -0.889 -3.242 -0.744 0.417
H -2.489 -1.873 1.042 0.436
H -0.919 -1.429 1.136 0.349
```

Entry from the Open Molecules 2025 dataset: a 2-piece molecular cluster, C5H5FO overall at a distorted geometry (the ωB97M-V functional and the def2-TZVPD basis).

Results
HOMO energy (spin up / spin down) in Ha: -0.283 / -0.314
Spin multiplicity: 3
Expectation value of S²: 2.03
ΔE to the lowest compared entry with this formula, charge and spin in eV: 0.000

The geometry in XYZ format:
```
12
Properties=species:S:1:pos:R:3:mulliken_charge:R:1
C -1.506 0.390 0.233 -0.274
C -1.107 -0.981 0.548 -0.088
C 1.951 0.736 -1.196 0.009
C -0.559 1.295 -0.109 0.059
C 0.208 -1.393 0.547 -0.495
O 2.841 0.443 -0.414 -0.403
F -0.593 2.626 -0.126 -0.192
H -2.442 0.711 0.578 0.361
H -1.890 -1.565 0.913 0.354
H 1.790 1.010 -2.200 0.316
H 0.297 -2.482 0.899 0.178
H 1.009 -0.791 0.327 0.176
```

Entry from the Open Molecules 2025 dataset: a single C5H5FOS molecule at a distorted geometry (the ωB97M-V functional and the def2-TZVPD basis).

Results
HOMO energy in Ha: -0.337
Spin multiplicity: 1
ΔE to the lowest compared entry with this formula, charge and spin in eV: 3.259

The geometry in XYZ format:
```
13
Properties=species:S:1:pos:R:3:mulliken_charge:R:1
C -0.030 0.880 -0.835 -0.268
C -0.436 -0.551 -0.607 -0.342
C 0.722 0.084 0.179 0.733
C 2.120 -0.286 -0.119 -0.965
C 3.243 -0.706 -0.203 0.341
H -0.669 1.867 0.611 0.356
H 0.458 1.103 -1.809 0.310
H -0.058 -1.272 -1.328 0.370
H -2.663 0.104 -0.163 0.142
H 4.262 -1.102 -0.282 0.409
O -0.886 1.823 -0.306 -0.520
F 0.464 0.476 1.469 -0.330
S -2.008 -1.006 0.107 -0.235
```

Entry from the Open Molecules 2025 dataset: a single C5H5I2PS3 molecule at a distorted geometry (the ωB97M-V functional and the def2-TZVPD basis).

Results
HOMO energy in Ha: -0.310
Spin multiplicity: 1

The geometry in XYZ format:
```
16
Properties=species:S:1:pos:R:3:mulliken_charge:R:1
C -0.815 -0.419 -0.102 -0.181
C 0.712 -0.865 0.929 -0.406
C -0.604 0.861 -0.398 0.480
C 1.309 0.303 1.150 0.631
C -1.670 1.781 -0.878 -1.177
P -1.777 -1.730 -0.904 -0.071
S 0.596 1.764 0.538 -0.142
S 1.112 -2.519 1.074 -0.221
S 2.844 0.431 1.990 -0.175
I 3.157 -2.735 -0.096 0.078
I 3.919 2.246 0.703 0.073
H -2.040 2.341 -0.096 0.357
H -1.201 2.337 -1.702 0.323
H -2.602 1.173 -1.303 0.316
H -2.252 -2.412 0.400 0.063
H -0.686 -2.557 -1.305 0.053
```

Entry from the Open Molecules 2025 dataset: C5H5IO3S3 as an isolated structure at a distorted geometry (the ωB97M-V functional and the def2-TZVPD basis).

Results
HOMO energy in Ha: -0.351
Spin multiplicity: 1
ΔE to the lowest compared entry with this formula, charge and spin in eV: 0.670

The geometry in XYZ format:
```
17
Properties=species:S:1:pos:R:3:mulliken_charge:R:1
C 2.005 -1.663 0.550 0.619
C 0.077 1.531 -0.234 -1.127
C 0.786 0.354 -0.939 -0.123
C -0.145 -0.903 -0.919 -0.493
C -1.631 -0.423 0.143 -0.781
O 2.734 -2.303 1.259 -0.496
O 0.089 0.160 2.050 -0.552
O -1.731 1.903 1.581 -0.632
S 2.371 0.019 0.006 -0.084
S 0.496 -2.316 -0.113 -0.113
S -0.857 0.825 1.151 1.085
I -3.379 0.350 -0.707 0.202
H 0.860 2.088 0.168 0.589
H -0.509 2.084 -0.811 0.521
H 1.109 0.794 -1.956 0.384
H -0.606 -1.060 -1.915 0.446
H -1.666 -1.441 0.686 0.555
```

Entry from the Open Molecules 2025 dataset: a single C5H5N molecule at a distorted geometry (the ωB97M-V functional and the def2-TZVPD basis).

Results
HOMO energy in Ha: -0.330
Spin multiplicity: 1
ΔE to the lowest compared entry with this formula, charge and spin in eV: 6.994

The geometry in XYZ format:
```
11
Properties=species:S:1:pos:R:3:mulliken_charge:R:1
C 2.371 -0.022 0.073 0.139
C 3.299 0.302 -0.958 -0.377
C 0.945 -0.004 0.256 0.381
C -1.560 -0.167 0.398 -1.103
C -0.300 0.053 -0.490 -0.103
N 1.528 -0.125 1.344 -0.470
H -2.413 0.035 -0.166 0.361
H -1.346 0.645 1.020 0.313
H -1.837 -1.104 0.879 0.316
H -0.362 1.051 -0.921 0.241
H -0.325 -0.664 -1.433 0.302
```

Entry from the Open Molecules 2025 dataset: C5H5N as an isolated structure at a distorted geometry (the ωB97M-V functional and the def2-TZVPD basis).

Results
HOMO energy (spin up / spin down) in Ha: -0.294 / -0.306
Spin multiplicity: 1
ΔE to the lowest compared entry with this formula, charge and spin in eV: 7.326

The geometry in XYZ format:
```
11
Properties=species:S:1:pos:R:3:mulliken_charge:R:1
C -0.860 1.006 0.117 0.213
C 1.278 0.136 0.452 -0.717
C -1.151 -0.924 -0.135 -0.241
C 0.467 1.037 -0.483 -0.007
C 0.239 -0.387 -0.685 -0.184
N -1.804 0.184 0.361 -0.514
H 2.283 -0.237 0.192 0.268
H 1.081 0.031 1.463 0.315
H -1.750 -1.361 -0.930 0.322
H -0.738 -1.404 0.777 0.262
H 0.955 1.917 -1.130 0.284
```

Entry from the Open Molecules 2025 dataset: a 2-piece molecular cluster, C5H5N overall at a distorted geometry (the ωB97M-V functional and the def2-TZVPD basis).

Results
HOMO energy (spin up / spin down) in Ha: -0.300 / -0.251
Spin multiplicity: 1
ΔE to the lowest compared entry with this formula, charge and spin in eV: 9.695

The geometry in XYZ format:
```
11
Properties=species:S:1:pos:R:3:mulliken_charge:R:1
C -0.518 -0.192 -0.180 0.281
C 0.230 -1.419 -0.038 -0.513
C -1.792 0.183 -0.157 0.411
C 0.826 0.230 0.370 -0.440
C 1.669 -0.844 -0.097 -0.401
N -2.901 0.467 0.004 -0.276
H 0.716 2.520 -0.137 0.046
H 1.010 0.308 1.397 0.165
H 2.501 -1.275 0.501 0.265
H 1.962 -0.623 -1.123 0.179
H -3.704 0.644 -0.541 0.282
```

Entry from the Open Molecules 2025 dataset: a single C5H5N molecule at a distorted geometry (the ωB97M-V functional and the def2-TZVPD basis).

Results
HOMO energy in Ha: -0.394
Spin multiplicity: 1
ΔE to the lowest compared entry with this formula, charge and spin in eV: 2.169

The geometry in XYZ format:
```
11
Properties=species:S:1:pos:R:3:mulliken_charge:R:1
C -0.124 1.711 -0.219 -1.309
C -0.060 0.343 0.440 0.654
C 1.205 -0.327 0.088 -0.850
C 2.277 -0.831 -0.163 0.175
C -1.228 -0.487 0.083 0.057
H -0.128 1.646 -1.309 0.324
H 0.725 2.290 0.111 0.363
H -1.048 2.235 0.070 0.359
H -0.127 0.436 1.525 0.196
H 3.226 -1.306 -0.297 0.433
N -2.152 -1.108 -0.211 -0.402
```

Entry from the Open Molecules 2025 dataset: a single C5H5N molecule at a distorted geometry (the ωB97M-V functional and the def2-TZVPD basis).

Results
HOMO energy in Ha: -0.371
Spin multiplicity: 1
ΔE to the lowest compared entry with this formula, charge and spin in eV: 3.341

The geometry in XYZ format:
```
11
Properties=species:S:1:pos:R:3:mulliken_charge:R:1
C 1.687 0.083 -0.118 0.119
C -0.075 -1.359 0.821 -0.470
C -0.405 -1.428 -0.447 -0.479
C 0.263 -0.109 0.012 0.612
C -0.655 1.202 -0.071 -1.107
N 2.753 0.554 -0.165 -0.432
H 0.026 -1.857 1.811 0.345
H -0.861 -1.738 -1.345 0.463
H -1.241 1.621 0.752 0.304
H -1.381 0.969 -0.841 0.305
H -0.111 2.062 -0.406 0.340
```

Entry from the Open Molecules 2025 dataset: a single C5H5N molecule at a distorted geometry (the ωB97M-V functional and the def2-TZVPD basis).

Results
HOMO energy (spin up / spin down) in Ha: -0.311 / -0.311
Spin multiplicity: 1
ΔE to the lowest compared entry with this formula, charge and spin in eV: 5.622

The geometry in XYZ format:
```
11
Properties=species:S:1:pos:R:3:mulliken_charge:R:1
C -2.111 -0.923 1.026 -0.370
C -0.851 -0.878 0.717 -0.028
C 0.412 -0.351 0.521 -0.513
C 0.649 1.033 -0.033 -0.291
C 1.159 1.013 -1.411 0.222
N 1.561 0.983 -2.495 -0.368
H -2.859 -1.400 0.398 0.215
H 1.286 -0.975 0.688 0.350
H -0.359 -1.658 -0.001 0.254
H -0.279 1.611 -0.005 0.288
H 1.392 1.544 0.594 0.242
```

Entry from the Open Molecules 2025 dataset: a single C5H5N molecule at a distorted geometry (the ωB97M-V functional and the def2-TZVPD basis).

Results
HOMO energy (spin up / spin down) in Ha: -0.316 / -0.316
Spin multiplicity: 1
ΔE to the lowest compared entry with this formula, charge and spin in eV: 5.604

The geometry in XYZ format:
```
11
Properties=species:S:1:pos:R:3:mulliken_charge:R:1
C -1.874 -0.290 0.107 0.566
C -2.605 0.572 0.595 -0.710
C 0.985 0.324 -0.396 -0.280
C 1.700 0.664 0.701 -0.473
C 0.198 -0.971 -0.744 -0.062
N -1.047 -1.058 -0.362 -0.447
H -2.840 0.883 1.657 0.249
H 1.590 1.594 1.080 0.282
H 2.418 -0.060 1.253 0.217
H 0.507 -2.006 -0.861 0.423
H 0.509 1.233 -0.913 0.234
```